Here is a molecular structure, C33H66BBr5CaF5N2O11P2V at a distorted geometry from the Open Molecules 2025 dataset. Energies are from the ωB97M-V functional and the def2-TZVPD basis.

Values from the calculation:
Charge   0
HOMO energy   -6.731 eV
Gap between HOMO and LUMO   0.98 eV

Structure (XYZ):
```
127
Properties=species:S:1:pos:R:3:forces:R:3:lowdin_charge:R:1
C 1.5893 -2.9227 5.7239 -0.60 -0.04 0.75 -0.1227
C 0.3965 -2.7620 4.6607 -0.78 0.56 1.01 -0.2952
C 0.3586 -1.2241 4.1567 1.53 -1.24 0.18 -0.5996
Br -0.2373 -0.1415 5.7101 0.04 -0.41 -0.84 0.7693
C -0.2218 -0.9071 2.7195 3.65 1.16 0.28 -0.2731
C 0.8774 -1.5978 1.7242 -0.48 0.01 -0.51 -0.0790
C 0.4478 -1.6499 0.1788 1.66 2.04 -0.30 -0.4991
C 1.7689 -1.1860 -0.6626 -0.88 -1.03 -0.87 -0.1622
C 3.0563 -2.0909 -0.3837 0.67 0.53 -0.63 -0.1416
C 4.1626 -1.4378 0.5756 0.93 -1.34 -0.96 -0.2450
O 4.1810 0.0081 0.5940 -0.66 -1.18 2.05 -0.2397
C 4.5016 0.3683 1.9861 0.31 0.62 0.20 -0.0781
P -0.2403 -3.2885 -0.4503 -2.09 -0.11 0.68 0.9301
C -0.3116 -3.4075 -2.3298 0.34 -0.87 -1.03 -0.2941
C 0.6366 -4.8059 0.2448 1.19 -1.00 -1.08 -0.3087
C -0.6216 -0.4741 -0.0127 0.38 -0.09 -0.34 -0.2634
C -1.1608 -0.2610 -1.5122 -0.66 1.34 0.17 -0.1568
C -1.4426 1.3301 -1.6642 -0.03 -0.54 -1.56 -0.1765
C -0.0886 2.1722 -1.8317 -0.33 1.12 1.36 -0.1589
C 0.0289 3.1311 -0.5260 1.10 -0.02 0.35 -0.1960
C 1.5315 3.2287 0.0378 -0.18 0.23 1.46 -0.1913
C 1.4808 3.5399 1.6329 0.05 -0.07 0.19 -0.2186
C 2.7603 4.3214 2.1762 0.33 -0.66 1.04 -0.1606
C 2.8441 4.3242 3.7946 -0.45 0.78 -0.01 -0.1632
O 3.5134 3.1134 4.2958 1.03 1.20 0.96 -0.1082
C 4.5860 3.4258 5.1683 4.31 -0.51 -0.13 -0.4168
C 4.3942 4.0101 6.6557 -1.23 -0.35 -0.70 -0.0127
O 5.7725 3.2019 4.8014 -4.62 0.51 0.85 0.0429
C -1.8672 -0.5555 0.9833 0.05 1.86 -2.79 -0.1506
N -1.6272 -1.1755 2.3381 -1.42 -0.89 -1.69 -0.2980
C -2.0001 -2.6067 2.4981 0.50 -2.84 1.05 -0.0983
C -3.3238 -3.1435 1.8671 -2.02 1.89 -0.94 -0.2155
O -4.4025 -2.5173 1.5651 4.48 -3.36 1.10 -0.1610
F -3.3705 -4.6054 1.6302 -0.22 3.11 0.54 -0.0673
P -2.8857 -0.2781 3.3583 -0.69 4.27 3.38 0.6747
N -2.4705 1.2320 3.6517 -0.67 -1.46 -0.95 -0.2680
H 1.1730 -2.5290 6.7248 0.93 -0.53 -1.55 0.0672
H 2.5068 -2.2772 5.4900 -1.31 -1.06 0.20 0.0842
H 1.8764 -4.0229 5.9068 -0.40 1.72 -0.53 0.0871
H 0.3851 -3.5328 3.8258 0.39 1.03 0.82 0.0845
H -0.5817 -2.9151 5.2562 1.34 0.03 -0.93 0.0999
H 1.4883 -0.9524 4.0785 -2.10 -0.16 -0.11 0.1075
H -0.0528 0.2273 2.5650 -0.82 -1.73 0.33 0.1659
H 1.7882 -0.8919 1.7910 -1.39 -1.25 -0.03 0.1313
H 1.1726 -2.6462 2.0447 -0.26 1.46 0.00 0.0958
H 1.9350 -0.0622 -0.5527 0.07 -1.59 0.15 0.1039
H 1.4955 -1.3482 -1.7722 0.52 0.42 1.67 0.0936
H 3.5621 -2.2748 -1.4009 -0.78 0.32 1.50 0.0916
H 2.8262 -3.1332 0.0341 0.05 1.50 -0.55 0.1001
H 4.0796 -1.9293 1.6073 -0.03 1.09 -1.16 0.1168
H 5.1912 -1.7721 0.1629 -1.49 0.35 0.69 0.1318
H 4.4308 1.5044 2.1431 0.34 -1.75 -0.52 0.0895
H 5.5595 -0.0359 2.1811 -1.54 0.81 0.12 0.1147
H 3.7528 -0.0911 2.7304 1.07 0.45 -1.10 0.0852
H -0.3577 -4.5356 -2.5809 0.13 1.66 0.55 0.0577
H -1.2807 -2.9739 -2.7774 1.63 -0.41 1.00 0.0480
H 0.5965 -3.0039 -2.8861 -1.18 -0.40 0.72 0.0544
H 1.3870 -5.1697 -0.5533 -0.95 0.46 1.30 0.0574
H -0.1081 -5.6758 0.3750 1.04 1.55 -0.03 0.0468
H 1.2413 -4.6411 1.1937 -0.95 -0.11 -1.13 0.0386
H -0.0605 0.5031 0.2501 -0.71 -1.59 -0.38 0.1401
H -2.1541 -0.7981 -1.7271 1.38 0.43 0.56 0.1062
H -0.4383 -0.5766 -2.3313 -0.74 0.38 1.29 0.1086
H -2.0815 1.6859 -0.7793 1.00 -0.38 -1.26 0.1051
H -2.0567 1.5058 -2.6222 0.75 -0.36 1.47 0.1110
H 0.8579 1.5202 -1.8866 -1.51 0.76 0.04 0.0896
H -0.1101 2.8749 -2.7366 -0.13 -1.32 1.11 0.0988
H -0.6122 2.7435 0.3546 0.85 0.40 -1.39 0.0915
H -0.3292 4.1995 -0.7247 0.35 -1.56 0.09 0.1270
H 2.0867 2.2208 -0.0406 -0.71 1.58 -0.29 0.0944
H 2.1457 4.0746 -0.4310 -0.90 -1.41 0.29 0.1229
H 0.5176 4.0976 1.9177 1.39 -0.64 -0.50 0.1179
H 1.4335 2.5382 2.2055 0.03 1.36 -0.81 0.1055
H 2.8158 5.4157 1.8476 -0.16 -1.63 0.17 0.1234
H 3.6965 3.7420 1.8381 -1.26 1.15 0.33 0.1177
H 3.4253 5.2357 4.1805 -0.81 -1.22 -0.77 0.1335
H 1.8165 4.3579 4.2880 1.18 -0.01 -0.82 0.1334
H 5.0796 3.4824 7.4093 -0.75 0.79 -1.52 0.0984
H 3.3207 3.7974 6.9975 1.48 0.73 -0.32 0.0386
H 4.6214 5.1388 6.6437 -0.40 -1.80 0.03 0.1018
H -2.7303 -0.9866 0.3858 0.96 -0.02 1.30 0.1205
H -2.1682 0.5495 1.1590 0.51 -1.72 0.08 0.1251
H -1.1650 -3.3539 2.2229 -1.35 1.38 0.08 0.1314
H -2.1324 -2.7623 3.6453 -0.14 0.15 -1.53 0.1560
H -4.1524 -0.2187 2.6621 1.15 -0.78 -0.60 0.0352
H -3.1560 -0.9871 4.6113 -0.06 -0.75 -0.30 -0.2982
H -2.4346 1.3692 4.6691 0.49 -0.13 -0.48 -0.0425
Br -4.5533 -1.2321 5.8896 -0.40 -0.36 0.12 -0.2542
O -0.7642 4.4459 -4.3743 -0.51 -0.75 -0.10 0.0733
C -1.1924 3.8608 -5.3467 0.71 0.73 -0.29 -0.5114
O -1.8990 2.7245 -5.1902 -0.43 -0.19 0.74 -0.0260
C -2.6099 2.0680 -6.2500 0.16 -0.24 -0.28 -0.2376
C -1.6962 1.1394 -7.0243 0.23 0.15 -0.10 -0.0585
C -0.8692 4.3278 -6.7341 -0.46 0.42 -0.13 0.0266
H -3.1146 2.7935 -6.8923 0.16 0.02 0.03 0.1137
H -3.3980 1.4803 -5.7705 0.10 0.20 0.22 0.1104
H -0.8836 1.6855 -7.5092 -0.07 -0.04 -0.07 0.0598
H -2.2567 0.6008 -7.7919 0.01 0.03 0.04 0.0817
H -1.2320 0.4135 -6.3514 -0.12 0.01 0.01 0.0775
H 0.1024 3.9260 -7.0303 -0.07 -0.01 -0.14 0.0893
H -0.8213 5.4180 -6.7298 0.23 -0.15 0.13 0.0998
H -1.6205 4.0588 -7.4742 0.19 -0.21 -0.06 0.0789
Ca -5.7267 -4.1593 0.7730 -0.40 -0.26 -0.67 1.6676
C 5.6419 0.5656 -2.8485 -0.04 0.20 0.18 -1.6150
Br 5.9339 -1.2982 -3.3058 -0.06 0.25 0.06 0.5513
Br 7.1043 1.6901 -3.4433 -0.34 -0.28 0.07 0.5850
Br 3.9295 1.2053 -3.4966 0.31 -0.16 0.10 0.5764
H 5.6140 0.6262 -1.7614 -0.02 -0.05 -0.26 -0.0465
O -8.3128 -1.3600 1.6103 0.53 -0.26 -0.03 -0.0732
H -8.8641 -0.6225 1.9017 -0.02 -0.12 -0.06 0.0575
H -7.4551 -1.1878 2.0191 -0.26 0.30 0.16 0.0200
O -6.5454 -5.4708 -2.5427 -0.99 0.31 -1.10 -0.1489
C -6.9328 -5.2529 -3.7753 5.37 1.62 1.00 -0.3161
C -8.4962 -5.7343 -3.9412 -5.63 -1.52 -1.47 -0.2923
O -8.8685 -5.5339 -5.1702 1.37 -0.14 2.33 0.0505
H -6.3785 -5.7713 -4.5739 -0.50 -0.89 0.33 0.1324
H -6.9096 -4.2101 -4.1315 -0.91 0.14 0.54 0.1285
H -9.0495 -5.1965 -3.1528 0.48 1.00 -0.30 0.1262
H -8.5224 -6.7719 -3.5688 0.95 -0.27 -0.64 0.1319
O 2.1626 2.9594 8.6857 0.38 -2.75 -0.78 -0.6641
V 2.4430 1.3033 8.2287 -0.07 0.06 0.10 0.9060
O 2.7217 -0.3527 7.7693 -0.45 2.43 0.57 -0.6961
B 2.1222 3.1619 -9.1313 0.57 0.19 -0.44 -1.1358
F 2.0514 2.9083 -10.5377 -0.05 0.13 1.01 0.0508
F 1.0701 2.4471 -8.4635 0.31 0.26 -0.15 0.0385
F 3.3883 2.7239 -8.6275 -0.93 0.25 -0.24 0.0493
F 1.9682 4.5655 -8.8878 -0.06 -0.91 -0.02 0.0493
```
Positions in Å, forces in eV/Å.